Entry 1:
{"formula": "C7H7NO2", "method": "ωB97M-V/def2-TZVPD", "multiplicity": 1, "homo_ev": -9.45, "orbital_gap_ev": 9.23, "symbols": ["N", "C", "C", "C", "C", "O", "C", "C", "C", "H", "H", "H", "H", "H", "O", "H", "H"], "positions_angstrom": [[-2.9871, 0.3907, 0.8107], [-2.0408, 0.4059, 0.0338], [-0.6424, 0.7846, 0.0521], [0.1647, 0.8776, 1.1173], [1.5903, 0.8175, 0.5377], [1.3748, 1.5296, -0.6837], [0.3307, 0.6846, -1.1588], [1.0613, -0.6736, -1.1027], [1.7914, -0.6196, 0.0113], [-0.0907, 0.8951, 2.1742], [2.3929, 1.2533, 1.1382], [-0.0606, 1.0077, -2.1273], [0.9682, -1.4690, -1.8390], [2.3788, -1.3947, 0.4988], [-2.0933, -1.5908, -0.1175], [-1.1449, -1.7611, -0.1101], [-2.9932, -1.1379, 0.7651]]}

=====

Entry 2:
{"formula": "C28H35B2Cl5F4N12O7Y", "method": "ωB97M-V/def2-TZVPD", "multiplicity": 1, "homo_ev": [-11.27, -11.26], "total_charge": 1, "orbital_gap_ev": [4.86, 4.93], "symbols": ["Y", "C", "C", "N", "O", "B", "F", "F", "O", "N", "C", "C", "C", "N", "O", "B", "F", "F", "O", "N", "C", "C", "C", "H", "H", "H", "H", "H", "H", "H", "H", "H", "H", "H", "H", "N", "C", "C", "C", "O", "O", "H", "H", "H", "H", "H", "H", "C", "C", "N", "C", "C", "C", "O", "C", "C", "C", "C", "N", "C", "H", "H", "H", "H", "H", "H", "H", "H", "H", "H", "H", "H", "H", "H", "N", "N", "N", "C", "N", "N", "H", "H", "H", "Cl", "C", "C", "C", "Cl", "C", "Cl", "C", "Cl", "C", "Cl"], "positions_angstrom": [[1.8211, 0.2857, 0.1233], [1.9483, -4.2544, 1.7049], [2.1578, -2.7839, 1.6701], [1.1938, -1.8949, 1.6215], [-0.0151, -2.3499, 1.6819], [-1.0603, -1.4116, 2.2606], [-2.2800, -1.9613, 1.9926], [-0.8167, -1.2853, 3.6119], [-0.9954, -0.0707, 1.5833], [0.1459, 0.6070, 1.8962], [0.2114, 1.2720, 2.9862], [-0.9365, 1.5030, 3.9068], [1.5576, 1.7759, 3.3221], [2.4778, 1.3513, 2.5387], [3.7367, 1.6040, 2.9044], [4.7083, 1.1371, 1.8881], [5.9427, 1.5741, 2.1784], [4.2249, 1.6160, 0.6398], [4.7205, -0.3693, 1.8101], [3.5652, -0.9147, 1.5575], [3.4941, -2.2175, 1.7125], [4.6758, -3.0828, 1.9796], [1.8671, 2.6122, 4.5175], [0.9073, -4.4749, 1.9231], [2.5956, -4.7378, 2.4346], [2.1935, -4.6409, 0.7130], [-1.8444, 1.0887, 3.4801], [-1.0582, 2.5705, 4.0951], [-0.7513, 1.0075, 4.8609], [5.5820, -2.4864, 1.9652], [4.7350, -3.8608, 1.2165], [4.5871, -3.5676, 2.9532], [0.9821, 2.9993, 5.0108], [2.5168, 3.4357, 4.2196], [2.4443, 2.0131, 5.2258], [1.0460, -0.4282, -3.0612], [0.8395, -1.7072, -3.6557], [2.0064, -2.6032, -3.3366], [2.0687, -2.7455, -1.7869], [2.3192, -3.8577, -1.3528], [1.8525, -1.6574, -1.1669], [0.2075, 0.1244, -2.9286], [1.8273, 0.1058, -3.4354], [0.7656, -1.6415, -4.7551], [-0.0933, -2.1243, -3.2778], [2.9548, -2.1497, -3.6350], [1.9265, -3.5856, -3.7918], [-4.2977, 1.3250, 0.9442], [-4.8906, -0.0655, 0.7239], [-5.3790, -0.2500, -0.6351], [-6.6679, 0.3476, -0.9967], [-6.5384, 1.5034, -1.9842], [-4.7645, -1.0065, -1.5666], [-5.1844, -1.1585, -2.7049], [-3.4910, -1.7240, -1.1853], [-3.5138, -3.0840, -0.9131], [-2.3178, -3.7559, -0.7367], [-1.1336, -3.0391, -0.8614], [-1.1083, -1.7351, -1.1168], [-2.2599, -1.0910, -1.2732], [-3.9544, 1.4099, 1.9768], [-5.0405, 2.1015, 0.7564], [-3.4416, 1.4734, 0.2828], [-5.7284, -0.2191, 1.4076], [-4.1391, -0.8166, 0.9435], [-7.1417, 0.6835, -0.0746], [-7.2873, -0.4317, -1.4442], [-5.8782, 2.2811, -1.5971], [-7.5216, 1.9382, -2.1656], [-6.1430, 1.1391, -2.9292], [-4.4592, -3.6074, -0.8464], [-2.2929, -4.8163, -0.5275], [-0.1828, -3.5454, -0.7697], [-2.1933, -0.0304, -1.4884], [-1.8932, 4.3943, 0.2718], [-1.3539, 3.4110, -0.4902], [-1.2787, 3.4952, -1.7924], [-0.6047, 2.3965, -2.0841], [-0.3045, 1.6790, -0.9911], [-0.7993, 2.3593, 0.0270], [-2.4349, 5.0476, -0.2712], [-2.3251, 4.0443, 1.1130], [-0.3577, 2.1481, -3.1010], [4.4376, -0.6737, -1.8390], [4.0559, 0.9771, -2.1887], [2.9579, 1.5264, -1.5256], [2.9144, 2.9168, -1.5411], [1.8917, 3.6508, -0.3532], [3.7466, 3.7148, -2.3177], [3.5824, 5.4216, -2.3203], [4.7465, 3.1024, -3.0751], [5.8029, 4.0447, -4.0365], [4.9379, 1.7244, -2.9668], [6.2738, 0.9751, -3.7386]]}

=====

Entry 3:
{"formula": "C3H7NO2S", "method": "ωB97M-V/def2-TZVPD", "multiplicity": 2, "homo_ev": [-14.65, -14.38], "total_charge": 1, "orbital_gap_ev": [10.35, 4.86], "symbols": ["C", "C", "S", "N", "C", "O", "O", "H", "H", "H", "H", "H", "H", "H"], "positions_angstrom": [[-0.0735, -0.1288, -0.8184], [1.2555, -0.2611, -0.0069], [2.6932, -0.7889, -1.0526], [-1.0497, 0.7689, -0.2930], [-1.6770, 0.3682, 0.8718], [-2.4578, 1.4330, 1.3025], [-1.6707, -0.6834, 1.4178], [0.1950, 0.2406, -1.8178], [-0.5300, -1.1453, -0.8275], [1.0194, -1.0363, 0.7318], [1.3800, 0.6992, 0.5060], [2.4460, 0.1308, -2.0051], [-1.2527, 1.6041, -0.8113], [-3.3027, 1.0434, 1.5721]]}

=====

Going through the records in order, we get relative energy (zero: lowest compared OMol25 entry of this formula, charge and spin) values of 634.5; 517.5; 62.8 kJ/mol.
Going through the records in order, we get strongest force on any atom values of 5.437; 2.064; 3.819 eV Å⁻¹.